1.
The following is a DFT calculation (the ωB97M-V functional and the def2-TZVPD basis) of the molecule C4H8O.

```
13
Properties=species:S:1:pos:R:3:forces:R:3
O 0.1081 1.4978 0.0988 0.3 0.4 0.1
C 0.4950 0.3640 0.8507 0.1 -0.2 0.2
C -1.3207 -0.0436 -1.0599 0.0 -0.1 0.1
C -0.8676 0.4745 0.2955 -0.2 0.2 -0.2
C 1.5500 -0.5959 0.3682 0.0 0.0 -0.1
H 1.7987 -1.2708 1.1959 0.0 0.1 -0.2
H 1.2190 -1.2063 -0.4774 0.1 0.2 0.1
H -1.6456 0.7001 1.0350 0.1 0.1 -0.4
H 0.6194 0.6613 1.8929 -0.1 -0.4 0.1
H -1.0868 0.7422 -1.7904 -0.1 -0.2 0.2
H 2.4625 -0.0657 0.0820 -0.1 0.0 0.0
H -2.4004 -0.2099 -1.0886 0.1 -0.1 0.1
H -0.8016 -0.9482 -1.3919 -0.1 0.0 0.2
```
Forces are in eV/Å.

SMILES string   C[C@@H]1O[C@@H]1C
Kohn-Sham gap   11.132 eV
Charge   0

2.
The following is a DFT calculation (the ωB97M-V functional and the def2-TZVPD basis) of the molecule C6H12FN.

```
20
Properties=species:S:1:pos:R:3:forces:R:3
F 3.2523 0.1238 1.0897 -2.5 1.5 -1.6
N -2.3755 -0.6598 -1.3054 3.9 -3.3 -1.0
C -0.2443 0.4653 -0.1452 0.7 -2.7 1.2
C 0.7256 -0.1413 0.6575 0.2 3.6 1.7
C 1.9917 0.8065 0.6462 -0.3 0.7 2.1
C 0.5731 -0.7436 2.0924 -1.8 -0.7 -0.7
C -1.7293 0.1788 -0.2560 -1.7 -2.8 2.8
C -2.1386 -0.1543 -2.6805 -2.8 3.5 -2.5
H 0.2251 1.1094 -0.8458 -0.2 0.6 -0.9
H -0.4548 -1.3747 1.9786 2.5 1.2 1.1
H -1.1495 0.0346 -3.2574 -1.0 -1.1 1.6
H 1.9114 1.8085 1.3461 0.1 -3.0 -1.0
H -2.1618 -0.3089 0.7272 1.8 -0.4 -1.3
H -2.5543 1.0354 -2.6558 1.0 -3.0 0.0
H -2.5068 0.8576 -0.0247 0.1 2.8 -0.8
H -2.9132 -0.6169 -3.5023 2.0 0.7 2.3
H 0.3605 0.2530 2.6714 0.4 -2.2 -0.5
H 1.5020 -1.3555 2.5590 -2.4 1.6 -1.4
H -1.8435 -1.6990 -1.2331 -1.9 3.5 -0.4
H 1.8732 1.2928 -0.3189 1.9 -0.4 -0.6
```
Forces are in eV/Å.

SMILES string   CNC/C=C(\C)CF
Kohn-Sham gap   9.809 eV
Charge   0

3.
The following is a DFT calculation (the ωB97M-V functional and the def2-TZVPD basis) of the molecule C23H28N2O5S.

```
59
Properties=species:S:1:pos:R:3:forces:R:3
S 1.1735 4.2563 -1.2970 -0.1 0.2 -0.1
O 0.9421 -0.1414 1.0242 0.3 0.0 -0.1
O 3.0069 2.2702 -3.4080 -0.5 -0.1 0.1
O -3.2019 2.1813 2.0728 0.6 -0.1 -0.2
O 1.0857 5.6709 -1.5124 -0.3 0.0 -0.1
O 2.4184 3.7211 -0.8262 -0.2 -0.3 0.1
N -1.0204 0.7368 1.7783 -0.4 0.1 0.2
N 0.7067 3.5294 -2.7633 0.0 0.6 0.6
C -0.1409 3.7073 -0.2278 0.3 0.2 -0.3
C -0.4554 -1.5010 2.4400 0.5 -0.2 -0.2
C -2.3353 3.9779 0.6654 -0.1 -0.1 0.1
C 0.0040 2.4882 0.4079 0.1 -0.1 0.3
C -0.3241 1.3870 -2.3175 0.1 -0.1 -0.3
C 0.9653 -0.6266 -2.3977 -0.1 0.1 0.0
C 0.7639 -5.3732 0.8496 0.0 -0.2 0.1
C -1.0462 1.9830 1.1578 0.0 0.3 -0.2
C -2.2272 2.7480 1.2965 0.1 -0.1 0.0
C -0.2376 0.0120 -2.1696 -0.1 -0.1 0.0
C -0.0790 -0.2504 1.6595 -0.4 -0.2 0.3
C -0.3925 -5.0190 1.7921 -0.1 -0.3 0.2
C -1.2832 -4.1672 0.8896 0.0 0.0 0.0
C 0.1053 -3.9763 2.7980 0.0 -0.1 0.1
C 0.7849 2.1177 -2.7045 0.1 -0.6 -0.1
C 2.0785 0.0903 -2.8072 0.3 0.1 -0.1
C 0.3159 -2.7179 1.9290 -0.1 0.3 0.0
C 4.3055 1.7333 -3.4812 0.3 -0.1 0.0
C -4.3864 2.9095 2.3031 -0.3 0.1 0.1
C -1.2918 4.4527 -0.1175 0.1 0.1 -0.1
C -0.1704 -3.1786 0.5435 0.1 0.2 -0.2
C 1.9991 1.4657 -2.9746 -0.2 0.1 0.0
C 0.8935 -4.1163 -0.0350 0.0 0.2 -0.2
H 4.6130 1.3143 -2.5196 0.0 0.0 0.0
H 0.5191 -6.2524 0.2530 0.0 0.0 0.0
H -2.1223 -3.7188 1.4187 -0.1 0.0 0.0
H -1.5316 -1.6706 2.3744 -0.1 0.0 0.1
H -0.4308 -2.3528 -0.1153 0.0 0.1 -0.1
H 3.0063 -0.4312 -2.9809 0.1 0.0 0.0
H -0.6510 -3.7985 3.5645 0.0 0.0 0.1
H 1.0488 -1.6938 -2.2608 0.0 -0.1 0.0
H 0.6736 -4.3478 -1.0779 0.0 0.0 0.0
H -1.8501 0.5435 2.3232 0.2 -0.1 -0.1
H -0.8603 -5.8859 2.2572 0.0 0.0 0.0
H 1.3692 -2.4350 1.8796 -0.1 0.0 0.0
H 1.8867 -3.6728 0.0097 0.1 0.1 -0.1
H 1.0202 -4.2935 3.2962 0.0 0.0 0.1
H -1.1081 -0.5508 -1.8680 -0.1 -0.1 0.0
H -1.3576 5.3972 -0.6313 -0.1 0.1 0.0
H 0.9241 1.9388 0.3093 0.0 -0.1 0.0
H 1.6785 -5.5869 1.4010 0.0 -0.1 0.0
H -3.2302 4.5702 0.7649 -0.1 0.0 0.0
H 1.3204 3.9029 -3.4785 0.1 0.2 -0.1
H -4.9894 2.2863 2.9618 0.0 0.1 -0.1
H -4.1790 3.8634 2.7960 0.0 0.0 0.0
H -1.2504 1.9090 -2.1341 -0.1 0.1 0.0
H -4.9335 3.0881 1.3731 0.0 0.0 0.0
H 4.9548 2.5697 -3.7339 0.0 -0.1 0.0
H -1.6544 -4.7081 0.0212 -0.1 0.0 -0.1
H 4.3798 0.9669 -4.2607 0.0 0.0 0.1
H -0.2028 -1.3222 3.4892 -0.1 0.0 0.0
```
Forces are in eV/Å.

SMILES string   COc1ccc(S(=O)(=O)Nc2ccccc2OC)cc1NC(=O)C[C@H]1C[C@@H]2CC[C@H]1C2
Kohn-Sham gap   8.829 eV
Charge   0

4.
The following is a DFT calculation (the ωB97M-V functional and the def2-TZVPD basis) of the ion C3H6N2O2 with charge +2.

```
13
Properties=species:S:1:pos:R:3:forces:R:3
O -2.2936 -0.7755 0.0885 0.0 -0.2 0.0
O 2.2964 -0.8265 0.0410 0.0 0.1 0.0
N -1.1797 -0.4300 0.0140 -0.4 0.0 0.1
N 1.2159 -0.4065 0.0188 -1.7 -2.2 -0.1
C 0.7778 0.9342 0.1153 0.4 2.7 0.3
C -0.7375 0.9332 -0.0002 -0.3 2.3 -0.2
C -0.0671 -1.3292 -0.1047 2.1 -1.8 -0.2
H -0.0446 -2.1397 0.6539 -0.1 0.5 0.0
H -1.0930 1.4061 -0.9383 0.1 -0.4 0.1
H 1.1470 1.3923 1.0591 -0.1 -0.5 -0.1
H -0.0542 -1.8546 -1.0818 0.0 0.4 0.1
H -1.2552 1.5301 0.7756 0.1 -0.5 0.0
H 1.2878 1.5662 -0.6410 -0.1 -0.4 0.0
```
Forces are in eV/Å.

SMILES string   O=[N+]1CC[N+](=O)C1
Kohn-Sham gap   10.166 eV
Charge   +2

5.
The following is a DFT calculation (the ωB97M-V functional and the def2-TZVPD basis) of a structure of composition C38H22Cl2N6O2PtS2.

```
73
Properties=species:S:1:pos:R:3:forces:R:3
Pt -1.6112 -0.6972 -0.4299 0.0 0.1 0.1
Cl 5.0886 -2.3125 -0.1614 0.0 0.0 0.0
Cl 3.6206 -5.0650 -0.7895 0.0 0.0 0.0
S 0.6017 -2.9288 5.5743 0.0 0.0 0.0
S 2.4370 5.0361 -4.1174 0.0 0.0 0.1
O -1.3292 -4.6769 -0.8141 0.0 0.0 0.1
O 0.2686 2.7488 1.9093 -0.1 -0.1 0.0
N 0.4312 -0.0498 -0.0063 -0.1 -0.1 0.0
N -3.2018 -1.6998 -1.2398 0.0 -0.1 0.0
N -0.7748 -2.4269 -0.7884 0.1 0.0 0.0
N -0.0013 0.9758 -2.0450 0.1 -0.1 0.0
N -2.4860 1.0216 0.4216 0.1 0.0 0.0
N -0.4124 -0.5001 2.1314 -0.1 0.1 -0.1
C 1.6890 -1.7785 4.8359 0.0 0.0 0.0
C 2.1804 -0.0532 3.1436 0.0 -0.1 0.1
C 0.1961 1.8084 -3.0534 0.0 0.1 -0.1
C 1.8301 1.9268 -0.8614 -0.1 0.1 0.0
C 1.2189 2.7631 -3.0748 0.0 -0.1 0.0
C -1.6051 -3.4987 -0.8829 -0.1 0.0 -0.1
C 1.2725 4.5806 -6.3369 0.0 0.0 0.0
C 2.9749 -2.7107 6.5388 0.0 0.0 0.0
C -0.0176 -1.1227 3.1552 0.0 -0.1 0.1
C -4.3015 -1.2334 -1.8404 0.0 0.1 0.0
C 1.8189 0.6246 2.0175 0.0 0.1 -0.1
C 2.7302 -3.6135 -0.5921 0.0 0.0 0.0
C 0.7810 1.0057 -0.9882 0.0 0.1 0.0
C 2.9342 -1.8050 5.4994 0.0 0.0 0.0
C -2.9974 -3.0344 -1.2346 0.0 0.0 0.0
C 1.4134 3.6532 -4.2125 0.0 0.0 -0.1
C -2.3739 3.0633 1.6678 0.1 0.0 0.0
C -1.7790 1.9325 1.1240 -0.1 0.1 0.0
C 2.0197 2.7966 -1.9425 0.0 0.0 0.0
C -4.4715 2.2909 0.8916 0.0 0.0 0.0
C 1.3268 -0.9955 3.7469 0.0 0.0 0.0
C 2.7523 2.1088 0.2509 0.0 0.0 0.0
C -3.9444 -3.9297 -1.6812 0.0 0.0 0.0
C 0.5938 -2.4840 -0.5729 0.0 0.1 0.1
C 1.2449 -1.2909 -0.2266 -0.1 0.0 0.0
C 2.7613 1.5594 1.4745 0.1 0.0 0.0
C 1.3551 -3.6440 -0.7345 0.0 0.0 0.0
C -3.8094 1.1993 0.3598 0.0 0.0 0.0
C 0.4420 0.4243 1.4153 0.1 -0.3 0.1
C -3.7367 3.2640 1.5364 0.0 0.0 0.0
C -5.1280 -3.4434 -2.2145 0.0 0.1 0.0
C 0.8647 3.5462 -5.4649 0.0 -0.1 0.0
C -0.3130 1.7956 1.4671 0.1 0.4 0.1
C 1.7669 -3.3851 6.6842 0.0 0.0 0.0
C 3.3764 -2.4114 -0.3108 0.0 0.0 0.0
C 2.6278 -1.2615 -0.1458 0.0 0.0 0.0
C -5.2851 -2.0704 -2.3330 0.0 -0.1 0.0
C 2.1240 5.4577 -5.7343 0.0 0.0 -0.1
H 0.9547 4.6694 -7.3645 0.0 0.0 0.0
H -4.3789 -0.1638 -1.9663 0.0 0.0 0.1
H 2.5853 6.3342 -6.1600 0.0 0.0 0.0
H 3.1701 -0.3496 0.0265 0.0 0.1 0.0
H -4.3727 0.4184 -0.1180 0.0 0.0 0.0
H 0.2070 2.7441 -5.7679 0.0 0.0 0.0
H 3.5924 1.8045 2.1247 0.0 0.0 0.0
H -4.2084 4.1427 1.9540 0.0 0.0 0.0
H -6.1538 -1.6391 -2.8090 0.0 0.0 0.0
H 3.1644 0.1228 3.5555 0.0 0.0 0.0
H 3.8305 -2.8885 7.1718 0.0 0.0 0.0
H -3.7072 -4.9834 -1.6305 0.0 0.0 0.0
H 3.5661 2.7901 0.0305 0.0 0.0 0.0
H 1.5390 -4.1416 7.4215 0.0 0.0 0.0
H 0.8640 -4.5710 -0.9815 0.0 0.0 0.0
H 2.8314 3.5120 -1.8833 0.0 0.0 0.0
H -5.5458 2.3565 0.7937 0.0 0.0 0.0
H -1.7511 3.7618 2.2051 0.0 0.0 0.0
H -5.8923 -4.1195 -2.5725 0.0 0.0 0.0
H -0.7301 -1.8016 3.6186 0.0 0.0 0.0
H -0.4981 1.7237 -3.8802 0.0 0.0 0.0
H 3.7698 -1.1822 5.2164 0.0 0.0 0.0
```
Forces are in eV/Å.

Kohn-Sham gap   4.398 eV
Charge   +2

6.
The following is a DFT calculation (the ωB97M-V functional and the def2-TZVPD basis) of a structure of composition C35H55FeN4OP2S.

```
99
Properties=species:S:1:pos:R:3:forces:R:3
Fe -0.3141 -0.0106 0.1079 -0.5 -0.6 -1.7
S -1.6740 0.4596 1.7618 -1.3 0.8 2.1
P 0.5799 2.1840 -0.7173 0.2 0.7 -1.1
P -0.2127 -2.3433 0.0392 0.0 -2.3 -0.3
O 1.8982 0.3310 2.0883 -2.6 -0.5 -2.6
N -1.3691 0.3126 -1.4560 0.3 1.0 -1.6
N -1.3065 1.9550 3.9047 0.0 -0.8 -0.2
N 1.4024 -0.6668 -1.5222 -0.8 -0.4 -0.7
N -0.4401 -0.2083 4.1058 0.0 -0.2 0.9
C -3.6808 0.9752 -5.0387 0.3 -0.2 0.2
C 2.3163 2.8772 -0.5166 -0.5 0.0 -0.2
C -0.1422 4.9007 -0.2170 -0.2 0.2 0.0
C -0.8262 4.0467 -2.4645 -0.2 0.1 0.0
C -0.5774 1.1519 6.1608 0.4 0.0 0.5
C 3.3742 1.7687 -0.6456 0.1 0.0 0.1
C 0.7804 -2.7522 2.5817 0.1 0.3 0.1
C 1.9217 -1.8915 -1.6265 0.7 0.3 -0.2
C -1.6692 -3.1195 2.2887 -0.1 0.0 0.4
C -1.2311 -2.4723 -2.6322 0.1 0.3 -0.3
C 1.1079 0.1574 1.2257 4.9 0.8 4.3
C -1.0606 0.7644 3.3479 -0.3 1.0 -0.4
C 1.5065 0.2068 -2.5260 0.4 -0.1 -0.1
C -1.9795 3.2361 -0.4077 -0.3 0.2 0.1
C -0.6224 3.6613 -0.9864 0.2 -0.2 -0.1
C -1.1193 2.3059 5.3313 -0.3 0.3 -0.4
C -0.8188 -0.2094 5.5391 -0.2 0.3 -0.4
C -2.9855 1.1909 -6.2351 0.0 0.0 0.2
C 0.5742 1.3893 -2.4319 0.0 0.3 0.3
C 0.0166 -4.8383 1.4817 0.1 -0.2 0.4
C -1.5685 0.8826 -3.8468 -0.2 -0.2 -0.2
C 2.3374 -0.0528 -3.6184 -0.3 -0.2 0.2
C -0.8729 1.0647 -5.0592 -0.4 0.1 0.2
C -0.8840 0.8211 -2.5221 0.3 -0.4 0.9
C -0.2884 -3.3397 1.6556 -0.1 -0.1 -0.5
C 2.3859 3.4363 0.9249 0.4 0.1 0.1
C -1.1468 -4.6173 -1.3839 -0.4 -0.1 -0.1
C -2.9689 0.7842 -3.8512 0.1 0.2 -0.3
C 2.9940 -1.2885 -3.6790 0.1 0.5 0.1
C -2.8365 -2.8275 -0.7612 -0.2 -0.1 -0.1
C 2.5897 3.9372 -1.6039 0.6 0.2 -0.2
C 2.8161 -2.2134 -2.6564 -0.4 0.0 0.2
C 1.4466 -2.9022 -0.6154 0.2 0.3 0.1
C -1.4082 -3.1103 -1.2420 0.3 -0.2 0.4
C -1.5866 1.2171 -6.2495 -0.1 -0.1 0.2
H -0.2180 -2.1026 -2.8187 -0.2 -0.1 -0.1
H -3.4716 0.5794 -2.9004 0.1 0.2 -0.4
H 0.5548 -1.7132 2.8351 0.1 -0.5 -0.3
H 1.4011 -3.8995 -1.0772 0.1 0.4 0.2
H 0.2196 1.0809 -5.0767 -0.4 0.1 0.0
H -0.2394 -0.9860 6.0454 -0.1 0.1 -0.1
H 0.0259 4.6895 0.8453 0.0 0.1 -0.2
H 3.1736 0.9337 0.0327 0.2 0.1 -0.2
H -2.6620 4.0982 -0.4555 0.1 -0.2 0.0
H -1.0462 1.3590 -7.1883 -0.2 0.0 0.3
H -1.7728 -5.0032 -2.1995 0.1 0.1 0.1
H -3.0957 -3.3782 0.1478 0.0 0.2 -0.3
H -4.7725 0.9526 -5.0146 0.4 0.0 -0.1
H -1.8820 -0.4827 5.6024 0.3 0.0 -0.1
H 3.4932 3.6554 -2.1626 -0.2 0.2 0.1
H 3.4142 3.3256 1.2963 -0.2 0.1 0.0
H 0.5755 -0.2056 3.9923 -0.3 -0.1 -0.3
H -2.4439 -3.7421 1.8267 0.3 0.2 0.2
H -0.4362 3.1637 5.3905 -0.3 -0.2 -0.1
H 1.7393 2.8756 1.6169 0.1 0.2 -0.1
H -3.5364 -3.1435 -1.5466 0.1 0.1 0.1
H -1.9689 -2.0608 2.2320 0.0 -0.5 0.0
H -0.1072 -4.8367 -1.6538 -0.3 0.0 0.0
H 3.4622 1.3964 -1.6732 0.0 0.1 0.3
H 1.7903 4.0451 -2.3471 0.3 0.0 0.4
H -1.0384 1.1892 7.1529 0.1 0.0 -0.1
H 0.7737 -3.3159 3.5245 0.0 0.1 -0.2
H -2.9899 -1.7515 -0.5915 0.1 -0.3 0.0
H -1.4426 -3.2207 -3.4096 0.0 0.2 0.2
H -2.1024 2.6275 5.6941 0.2 0.0 -0.1
H -1.4769 4.9341 -2.4839 0.1 -0.2 0.0
H 1.7936 -2.8119 2.1682 -0.2 0.0 0.1
H 0.8030 2.1348 -3.1964 0.0 -0.2 0.0
H -1.9153 -1.6265 -2.7699 0.3 -0.3 0.1
H -1.4150 -5.1766 -0.4854 0.1 0.1 -0.3
H 2.7855 4.9166 -1.1513 -0.1 -0.1 -0.2
H -0.8822 -5.4263 1.2681 0.3 0.2 0.0
H -1.7540 2.6289 3.2860 0.0 -0.2 0.4
H 3.3242 -3.1790 -2.6222 -0.3 0.3 -0.3
H 4.3430 2.2081 -0.3617 -0.2 -0.1 -0.1
H 2.4457 0.7125 -4.3847 0.0 -0.3 0.0
H -0.9349 5.6618 -0.2775 0.2 -0.2 0.0
H 0.4134 -5.2195 2.4334 -0.1 0.0 -0.2
H 0.7599 5.3463 -0.6520 -0.2 -0.2 0.2
H 0.7808 -5.0364 0.7190 -0.3 0.0 0.2
H 2.1271 4.4987 0.9692 0.0 -0.3 0.0
H 3.6243 -1.5162 -4.5337 0.0 0.0 0.2
H -1.6263 -3.3928 3.3532 0.0 0.0 -0.2
H -1.3327 3.2606 -3.0369 0.1 0.2 0.1
H -1.8971 2.9182 0.6411 0.0 0.1 -0.3
H 0.4981 1.3021 6.3050 -0.1 -0.1 0.0
H -3.5383 1.3333 -7.1601 0.1 0.0 0.1
H -2.4301 2.4112 -0.9722 0.1 0.2 0.2
H 2.1697 -2.9613 0.2130 -0.3 0.0 -0.2
H 0.0970 4.3219 -2.9863 -0.3 0.0 0.1
```
Forces are in eV/Å.

Kohn-Sham gap (spin up / spin down)   6.600 / 7.295 eV
Charge   +1
2S+1   5

Summary of ΔE to the lowest compared entry with this formula, charge and spin in kcal/mol
29.57 124.34 30.32 2.49 15.48 0.00
(order as listed above)
Summary of E_tot in a.u.
-232.398504 -390.232631 -1777.136363 -376.948507 -3775.862648 -4005.308153
(order as listed above)